[1]
72
Properties=species:S:1:pos:R:3:forces:R:3 method="wB97M-V/def2-TZVPD" total_energy_ev=-99524.49936 max_force_ev_per_a=1.84 total_charge=+1 homo_ev=-9.1 orbital_gap_ev=6.53
In -0.0712 1.0794 0.4325 -0.06 -0.12 0.34
N 3.8739 1.6186 2.4709 -0.08 0.29 -0.27
C 3.7230 0.4011 3.0846 -0.53 -0.62 0.04
C 4.5295 -0.3079 3.9622 0.02 0.02 0.03
C 4.0485 -1.5238 4.3996 0.07 0.09 0.01
C 2.7964 -2.0016 4.0003 -0.14 -0.09 -0.06
C 1.9962 -1.3090 3.1185 0.01 0.10 -0.04
C 2.4824 -0.1009 2.6255 0.79 -0.15 0.57
N 1.9522 0.7933 1.7360 -0.37 0.74 -0.88
C 2.7907 1.8036 1.6730 0.12 -0.48 0.41
C 2.5683 2.9732 0.8630 0.58 1.15 -0.09
C 3.2949 4.1364 0.8502 -0.30 -0.23 -0.11
S 2.6279 5.2442 -0.2694 -0.17 -0.57 0.13
C 1.4256 4.0798 -0.6539 0.27 0.61 -0.14
N 1.5145 2.9753 0.0040 -0.48 -0.84 0.02
H 4.6362 2.2634 2.6002 -0.04 -0.07 -0.05
H 5.4850 0.0726 4.2874 0.10 0.03 0.05
H 4.6437 -2.1182 5.0744 0.06 -0.03 0.09
H 2.4444 -2.9384 4.4011 -0.03 -0.12 0.06
H 1.0172 -1.6692 2.8418 -0.04 -0.04 -0.01
H 4.1494 4.4007 1.4409 0.18 0.04 0.11
H 0.6793 4.2830 -1.3982 -0.20 -0.01 -0.13
C -3.2296 2.8887 3.4196 0.01 -0.02 0.03
C -2.4906 2.0644 2.3970 -0.04 -0.05 -0.16
S -0.7646 2.4029 2.4094 0.22 -0.22 -0.50
C -3.1243 1.1988 1.5943 0.09 0.02 0.01
C -4.6173 1.0123 1.5775 0.11 0.01 0.05
S -2.3826 0.1558 0.3825 0.72 0.09 -0.15
H -2.5128 3.4861 3.9767 -0.15 0.10 0.09
H -3.7538 2.2401 4.1201 -0.08 0.06 0.08
H -3.9525 3.5524 2.9460 -0.04 0.08 0.06
H -5.1055 1.5470 2.3848 -0.08 0.03 0.05
H -4.8569 -0.0479 1.6598 -0.11 -0.02 0.03
H -5.0158 1.3650 0.6245 -0.10 0.01 -0.01
O 0.7702 -0.9954 -0.3037 0.23 1.36 -0.30
S 0.3196 -2.3032 0.2680 -0.40 -1.74 -0.43
C -1.0565 -2.9226 -0.8063 0.04 0.14 0.20
C -0.8956 -2.5771 -2.2773 0.16 0.18 -0.05
C -1.3291 -1.1318 -2.5497 0.01 -0.08 0.20
C -0.5966 -0.4585 -3.6909 0.06 0.52 0.23
S -0.2550 1.3206 -3.3052 -1.10 -0.47 -0.71
O 0.3330 1.3409 -1.9311 0.43 0.13 1.07
C -1.9599 1.9099 -3.0824 0.30 0.00 -0.19
C -2.1980 2.8174 -2.0622 0.31 -0.04 0.08
C -3.4696 3.3326 -1.8763 0.02 -0.01 -0.03
C -4.4989 2.9435 -2.7185 0.02 0.03 0.06
C -4.2506 2.0619 -3.7586 0.00 0.00 -0.01
C -2.9768 1.5541 -3.9540 -0.01 -0.08 -0.03
C 1.5471 -3.4885 -0.3312 -0.20 0.15 0.33
C 1.6448 -4.7008 0.3349 -0.07 0.07 0.05
C 2.5308 -5.6599 -0.1251 0.00 -0.04 -0.07
C 3.2984 -5.4059 -1.2525 0.01 -0.03 -0.02
C 3.2000 -4.1885 -1.9069 -0.02 0.03 0.03
C 2.3334 -3.2153 -1.4358 0.00 0.24 0.00
H -1.9696 -2.4844 -0.4047 0.00 -0.02 0.14
H -1.0712 -3.9974 -0.6368 0.03 -0.07 0.12
H -1.4862 -3.2755 -2.8735 0.06 -0.04 0.03
H 0.1484 -2.7194 -2.5595 -0.02 -0.05 -0.13
H -1.1029 -0.5583 -1.6527 -0.17 -0.03 -0.13
H -2.4082 -1.0906 -2.6979 0.01 0.10 0.05
H -1.1206 -0.4857 -4.6421 0.04 0.03 -0.15
H 0.3984 -0.8800 -3.8303 0.11 0.08 -0.07
H -1.3863 3.1146 -1.4068 -0.11 -0.02 0.03
H -3.6493 4.0363 -1.0762 -0.02 0.00 0.05
H -5.4940 3.3322 -2.5668 -0.09 0.04 0.00
H -5.0508 1.7667 -4.4212 -0.03 -0.01 -0.05
H -2.7990 0.8798 -4.7773 0.02 -0.08 -0.08
H 1.0346 -4.8898 1.2059 -0.06 -0.05 0.13
H 2.6174 -6.6069 0.3871 0.00 -0.03 0.04
H 3.9797 -6.1569 -1.6228 0.05 -0.07 -0.01
H 3.7905 -3.9947 -2.7900 0.09 0.02 -0.02
H 2.2768 -2.2443 -1.9065 -0.01 0.07 -0.03

---

[2]
18
Properties=species:S:1:pos:R:3:forces:R:3 method="wB97M-V/def2-TZVPD" total_energy_ev=-9361.07721 max_force_ev_per_a=5.24 homo_ev=-8.9 orbital_gap_ev=9.61
C -0.4851 -1.0494 -1.1816 -0.62 1.66 -0.31
C 0.6037 -0.4958 -0.7295 0.92 3.13 1.84
C 2.0362 -1.0588 -0.4736 -4.46 -2.38 -1.07
C 0.1808 1.1604 -0.0292 3.43 -2.93 -2.66
C -0.5726 1.7709 -1.1255 -0.54 1.06 -0.26
N -1.3122 2.3026 -1.8369 0.60 -0.50 0.21
N -0.5685 1.0937 1.1367 0.26 1.58 1.55
C -1.3842 -0.0382 1.5102 1.43 0.19 2.06
H -1.3831 -0.4157 -1.3261 0.50 -0.86 0.08
H -0.4959 -2.0415 -1.4524 -0.21 -2.17 -0.88
H 2.1422 -0.9866 0.5642 0.67 -0.49 1.64
H 2.1090 -2.1042 -0.9337 -0.30 1.09 1.20
H 2.7768 -0.5664 -0.9469 2.28 2.26 -1.54
H 1.2468 1.6021 0.0896 -2.04 -0.26 -0.11
H -0.2041 1.7565 1.8180 -0.56 -0.80 0.12
H -1.8960 -0.3173 0.6269 -0.62 -0.90 -0.32
H -0.6919 -0.8081 1.9659 -1.06 0.02 -0.87
H -2.1020 0.1958 2.3239 0.34 0.30 -0.68

---

[3]
36
Properties=species:S:1:pos:R:3:forces:R:3 method="wB97M-V/def2-TZVPD" total_energy_ev=-28912.31039 max_force_ev_per_a=7.31 homo_ev=-8.5 orbital_gap_ev=8.43
C -4.7675 -0.7619 -2.0568 1.66 1.16 5.09
C -4.4387 -0.4462 -0.8754 -2.62 -1.49 -6.66
C -4.2320 -0.0751 0.4952 2.25 0.35 -0.61
N -2.8006 -0.2067 0.7898 1.11 0.61 -0.36
C -1.9888 0.9197 0.7690 -0.12 3.02 2.86
O -2.3968 1.9568 1.3359 0.99 -1.94 -2.33
C -0.5080 0.7993 0.3508 -0.55 -2.65 -0.65
N 0.2642 1.6927 -0.1110 0.52 2.12 0.14
N 1.4934 1.1396 -0.4073 -3.25 -2.82 1.56
C 2.6329 1.8631 -0.6573 3.33 -0.25 -2.09
C 3.6394 1.3866 -1.5494 -0.39 0.54 -0.27
C 4.8361 2.1002 -1.7712 0.37 -0.08 0.22
C 5.1353 3.2725 -1.0401 -1.34 -0.54 1.51
C 4.1230 3.7040 -0.1071 1.18 -1.40 -2.84
C 2.9166 3.0496 -0.0501 -1.80 0.85 1.73
C 1.4487 -0.2379 -0.0455 0.95 -2.32 -2.00
O 2.3191 -1.0865 -0.2525 -1.05 1.44 0.86
N 0.1039 -0.5011 0.3069 -1.48 3.15 0.73
C -0.7516 -1.6015 0.6484 -0.93 1.47 0.34
C -0.2004 -2.8062 0.8452 3.42 -2.20 0.22
C -0.8334 -4.0115 1.1336 1.59 1.54 -0.42
C -2.1661 -3.9218 1.2013 -1.78 0.64 0.61
C -2.8523 -2.7142 1.0778 1.36 2.88 -0.06
C -2.1732 -1.4278 0.8878 0.92 -3.92 -1.20
H -4.9704 -1.1114 -3.0649 0.15 0.34 0.72
H -4.7413 -0.6631 1.1455 -1.54 -2.46 1.75
H -4.6137 0.8542 0.8131 0.12 1.71 -0.29
H 3.4593 0.5290 -2.1894 -0.05 -0.13 0.40
H 5.5679 1.6637 -2.5022 -0.81 0.61 0.81
H 6.1165 3.7745 -1.0300 -0.67 -0.33 -0.38
H 4.2263 4.5735 0.4526 0.40 1.39 0.87
H 2.0701 3.4450 0.5384 0.76 0.05 0.02
H 0.9098 -2.8704 0.8205 -0.84 0.36 -0.27
H -0.2026 -4.8650 1.3163 -0.35 -0.31 0.00
H -2.7192 -4.7417 1.5447 -0.97 -1.22 0.04
H -3.9059 -2.6740 1.2376 -0.55 -0.17 0.00

---

[4]
16
Properties=species:S:1:pos:R:3:forces:R:3 method="wB97M-V/def2-TZVPD" total_energy_ev=-8866.64267 max_force_ev_per_a=2.00 homo_ev=-9.3 orbital_gap_ev=10.33
C -1.4085 -1.1194 0.4261 1.06 0.47 -0.28
C -0.5962 -0.0525 0.2939 -1.57 0.23 0.81
C -1.0838 1.3138 0.7057 -0.03 0.14 0.09
C 0.7822 -0.1165 -0.2473 1.14 -0.69 -1.50
N 1.6798 -1.0792 0.3916 -0.21 0.41 -0.08
C 0.9795 0.2071 -1.7107 -0.05 -0.80 1.07
O 1.4803 1.0613 -0.6802 -0.82 -0.31 0.42
H -2.4126 -1.0262 0.8268 0.18 0.08 -0.01
H -1.0859 -2.1117 0.1262 -0.05 0.02 -0.02
H -1.3143 1.9123 -0.1822 0.15 0.07 0.14
H -1.9880 1.2609 1.3214 0.12 -0.14 -0.21
H -0.3214 1.8388 1.2904 -0.05 0.01 -0.21
H 1.1554 -1.7188 0.9836 -0.04 0.16 -0.21
H 2.2954 -0.5648 1.0187 0.00 -0.02 -0.21
H 1.6976 -0.3747 -2.2739 0.28 0.08 0.13
H 0.1405 0.5695 -2.2902 -0.11 0.28 0.08

---

[5]
12
Properties=species:S:1:pos:R:3:forces:R:3 method="wB97M-V/def2-TZVPD" total_energy_ev=-6314.83297 max_force_ev_per_a=1.01 homo_ev=-9.9 orbital_gap_ev=10.91
C -1.3921 -0.3674 -1.7638 -0.01 -0.67 0.42
C -0.9677 -0.3127 -0.6423 -0.48 -0.51 -0.74
C -0.1979 0.0211 0.5375 -0.13 0.27 -0.23
C 0.0733 1.5396 0.2176 0.40 -0.11 0.47
C 0.8674 -1.0235 0.6994 0.33 -0.02 -0.06
C 1.5600 -2.0096 0.8090 -0.31 0.77 -0.12
H -1.7436 -0.7052 -2.6992 -0.26 0.19 -0.39
H -0.7905 -0.0284 1.4647 -0.01 0.10 -0.36
H 0.5785 1.7278 -0.7414 0.08 -0.51 0.45
H -0.8910 2.0761 0.1245 0.43 -0.51 0.37
H 0.6470 1.9331 1.0411 0.26 0.56 0.15
H 2.2005 -2.8729 0.8712 -0.30 0.44 0.02

---

[6]
10
Properties=species:S:1:pos:R:3:forces:R:3 method="wB97M-V/def2-TZVPD" total_energy_ev=-8200.87965 max_force_ev_per_a=1.68 homo_ev=-8.8 orbital_gap_ev=8.97
N -1.7232 1.0319 0.2833 0.30 -0.05 -0.19
C -0.5448 0.4493 -0.0689 0.24 -0.32 0.17
N -0.1931 -0.5953 0.7217 0.04 -0.01 0.13
C 1.0101 -0.9754 0.3310 0.28 -0.15 0.27
C 1.7734 -0.3896 -0.6233 -1.57 0.56 -0.18
O 0.2236 0.8170 -1.0220 0.80 -1.02 0.32
H -2.1938 0.6181 1.0791 0.27 0.18 -0.31
H -2.1264 1.8449 -0.1466 0.29 -0.11 -0.20
H 1.5384 -1.7746 0.8464 -0.16 -0.18 0.20
H 2.2358 -1.0263 -1.4008 -0.50 1.09 -0.22

---

[7]
12
Properties=species:S:1:pos:R:3:forces:R:3 method="wB97M-V/def2-TZVPD" total_energy_ev=-8126.30158 max_force_ev_per_a=3.09 homo_ev="-7.3 / -7.3" orbital_gap_ev="8.48 / 8.48"
C -1.2940 -1.0563 -0.3477 0.43 1.65 -2.58
C 1.4221 -0.4902 0.5095 -1.21 1.79 -0.64
N -0.9514 1.1663 0.0987 -1.72 0.35 1.48
N -1.4058 -0.0686 0.4435 -1.02 -1.12 1.26
N 0.2724 1.5127 -0.3216 0.09 1.20 -0.57
N 1.2461 0.7085 -0.1163 2.13 -1.07 -0.36
H -1.0481 -0.7689 -1.4095 0.39 -0.83 0.83
H -1.6582 -2.0646 -0.1809 -0.05 0.33 0.60
H 2.1318 -1.1400 0.0602 0.77 -0.25 0.16
H 0.5702 -0.8009 1.0692 0.26 -0.53 0.25
H -1.3620 1.8527 0.7624 0.75 -0.59 -0.82
H 2.0768 1.1492 -0.5674 -0.82 -0.92 0.38

---

[8]
67
Properties=species:S:1:pos:R:3:forces:R:3 method="wB97M-V/def2-TZVPD" total_energy_ev=-58650.82460 s_squared=0.753 max_force_ev_per_a=8.55 total_charge=-2 homo_ev="1.6 / -2.5" multiplicity=2 orbital_gap_ev="2.59 / 6.69"
O 0.0484 -3.2128 -1.7878 -0.43 -1.03 -1.04
C 0.3918 -2.2074 -1.1534 2.01 -1.08 2.50
O -0.1073 -0.9736 -1.4276 -0.14 0.99 0.13
B 0.3187 -0.1268 -0.3505 -0.31 -2.88 -0.53
O 1.0331 -0.9958 0.5843 0.17 6.12 3.51
C 1.2822 -2.1231 0.0924 -2.06 -5.53 -6.18
O 1.9878 -3.0614 0.4933 0.39 0.57 1.13
O -0.8676 0.5018 0.3095 -0.83 -1.56 0.79
C -0.8653 1.7559 0.1644 0.51 0.60 -0.23
O -1.6847 2.5908 0.4762 -0.07 0.01 0.02
C 0.4515 2.0264 -0.5236 1.48 2.39 -1.14
O 1.1267 0.9708 -0.9070 -1.26 1.10 1.18
O 0.8144 3.1686 -0.7252 0.53 0.38 -0.35
O -1.7186 -0.9942 2.5555 -0.27 -0.24 0.67
H -1.6636 -1.9497 2.5393 0.05 -0.42 0.01
H -0.8406 -0.7075 2.8064 0.52 0.37 0.00
O -3.5880 1.0833 2.0627 -0.94 0.11 0.09
H -2.9913 0.3670 2.2798 0.31 -0.16 0.24
H -3.0747 1.6601 1.4969 0.35 0.23 -0.20
O 3.0861 -0.9691 -2.5569 0.56 -0.60 -0.09
H 3.6508 -0.2965 -2.9377 0.00 0.23 0.13
H 2.2276 -0.5513 -2.4887 -0.45 0.02 0.19
O 3.0758 1.7552 -3.0999 0.54 0.39 -0.30
H 2.6713 1.3869 -3.8854 -0.23 -0.11 -0.22
H 2.4030 2.3259 -2.7286 -0.36 0.08 0.41
O 4.0051 -4.9190 0.0827 0.16 -0.31 0.32
H 4.3768 -4.2294 -0.4674 -0.30 0.36 -0.43
H 4.7263 -5.5338 0.2170 0.28 -0.26 -0.02
O -1.5003 -4.3180 0.7996 -0.34 0.04 0.46
H -0.8421 -4.6664 0.1983 0.65 0.37 -0.49
H -2.1486 -5.0179 0.8777 -0.25 -0.09 0.02
O -2.6747 4.6666 2.7954 -0.25 0.47 0.30
H -2.2052 3.8691 2.5507 0.18 -0.49 -0.05
H -2.8042 5.1318 1.9689 0.05 0.00 -0.24
O 4.7737 -2.9698 2.1508 0.77 0.21 0.66
H 4.9491 -2.1354 1.7157 -0.19 0.22 -0.09
H 4.5395 -3.5665 1.4400 -0.76 -0.37 -0.29
O -0.7860 1.9398 3.6351 -0.50 -0.01 0.58
H -0.2022 1.2019 3.8110 -0.03 -0.15 -0.29
H -0.2741 2.5223 3.0740 0.23 0.33 -0.28
O 0.6405 3.9437 2.4454 0.13 0.20 0.10
H 1.3885 4.1695 2.9983 0.16 -0.05 0.20
H 0.7545 4.4763 1.6583 -0.16 -0.07 -0.54
O -2.8012 -0.5633 -2.0635 -0.10 0.50 -0.82
H -3.6547 -0.6285 -2.4919 -0.18 -0.04 -0.12
H -3.0030 -0.5451 -1.1280 0.15 -0.45 0.75
O -2.2479 -5.4465 -2.8076 -0.47 -0.54 -0.21
H -1.6255 -5.8571 -2.2075 0.28 0.15 0.08
H -2.0891 -4.5074 -2.7127 0.35 0.53 0.17
O -3.0707 -1.7815 0.4581 -1.01 -0.09 -0.42
H -2.4820 -2.5261 0.3346 0.41 -0.40 -0.27
H -2.6378 -1.2402 1.1183 0.24 0.38 0.06
O -1.1062 -1.5030 -4.1974 -0.09 0.09 -1.20
H -1.3124 -0.9902 -3.4160 -0.11 0.03 0.70
H -0.7537 -2.3259 -3.8584 0.28 -0.20 0.56
O 0.1486 5.3614 -2.3882 -0.08 0.58 -0.31
H 0.5558 4.5799 -2.0146 0.00 -0.56 0.58
H 0.5938 5.4867 -3.2263 0.03 0.06 -0.20
O 3.7123 1.5938 0.2676 0.49 0.23 0.51
H 3.6702 0.7994 -0.2646 -0.29 -0.36 -0.24
H 3.7010 2.3094 -0.3680 -0.16 0.10 -0.20
O -4.1866 4.4543 -1.4439 -0.06 0.28 -0.25
H -3.9048 3.9001 -0.7161 0.32 -0.33 0.22
H -5.0915 4.6849 -1.2335 -0.20 0.00 0.06
O 0.9048 -0.2685 3.5544 0.02 -0.01 0.37
H 1.2821 -0.0894 4.4157 0.09 -0.03 0.30
H 1.5143 -0.8853 3.1490 0.21 -0.29 -0.74